# 1
Molecular formula: C4H4N4
Method: DFT, ωB97M-V/def2-TZVPD

Properties
SMILES ... [H]/N=c1\cccnnn1
Kohn-Sham gap ... 8.6 eV
Energy relative to the best compared isomer or geometry (same formula, charge and spin) ... 113.0 kcal per mole
E_HOMO ... -9.556 eV
E_LUMO ... -0.97 eV

```
! wB97M-V def2-TZVPD RIJCOSX def2/J DEFGRID3
* xyz 0 1
C 0.78 -0.23 0.99
C -0.48 -0.85 0.37
C -1.11 -0.32 -0.72
C -0.35 0.71 -1.38
H -0.16 0.25 2.59
H -1.28 -1.55 0.88
H -2.09 -0.40 -1.05
H -1.06 1.45 -1.69
N 0.88 0.13 2.26
N 1.00 0.93 -1.49
N 1.99 0.13 -0.95
N 1.88 -0.26 0.20
*
```

***

# 2
Molecular formula: C3H8N2O2
Method: DFT, ωB97M-V/def2-TZVPD

Properties
SMILES ... NC(=O)NCCO
Kohn-Sham gap ... 10.5 eV
Energy relative to the best compared isomer or geometry (same formula, charge and spin) ... 5.9 kcal per mole
E_HOMO ... -9.810 eV
E_LUMO ... 0.69 eV

```
! wB97M-V def2-TZVPD RIJCOSX def2/J DEFGRID3
* xyz 0 1
N 2.34 1.03 -0.48
C 1.01 0.81 -0.17
O 0.37 1.60 0.52
N 0.51 -0.34 -0.71
C -0.88 -0.79 -0.59
C -1.44 -0.72 0.83
O -2.03 0.51 1.15
H 2.73 1.78 0.08
H 2.94 0.22 -0.52
H 1.04 -0.72 -1.48
H -0.87 -1.84 -0.92
H -1.55 -0.23 -1.26
H -0.64 -1.00 1.54
H -2.23 -1.48 0.92
H -1.32 1.17 1.07
*
```

***

# 3
Molecular formula: C4H9S
Method: DFT, ωB97M-V/def2-TZVPD

Properties
Kohn-Sham gap ... 5.6 eV
Energy relative to the best compared isomer or geometry (same formula, charge and spin) ... 22.4 kcal per mole
E_HOMO ... -2.044 eV
E_LUMO ... 3.54 eV

```
! wB97M-V def2-TZVPD RIJCOSX def2/J DEFGRID3
* xyz -1 1
C -2.07 0.83 1.50
S -1.61 2.41 2.26
H -1.41 0.51 0.67
H -3.08 0.81 1.10
H -1.89 -0.02 2.17
C 0.55 -0.46 -1.86
C 1.57 -0.82 -0.82
C 1.72 -0.22 0.36
H -0.25 -1.21 -1.84
H 0.97 -0.41 -2.86
H 0.03 0.44 -1.54
H 2.08 -1.77 -0.90
H 2.12 -0.83 1.15
H 1.26 0.74 0.60
*
```

***

# 4
Molecular formula: C41H60BCsN7O2PSe2Si3
Method: DFT, ωB97M-V/def2-TZVPD

Properties
Kohn-Sham gap ... 5.4 eV
Energy relative to the best compared isomer or geometry (same formula, charge and spin) ... 33.7 kcal per mole
E_HOMO ... -1.835 eV
E_LUMO ... 3.59 eV

```
! wB97M-V def2-TZVPD RIJCOSX def2/J DEFGRID3
* xyz -2 1
Cs 0.13 0.34 -0.49
C 0.39 4.45 -2.49
C -1.04 4.43 -2.08
C -1.93 5.51 -1.92
C -3.12 4.99 -1.45
C -4.37 5.70 -1.05
N -3.00 3.65 -1.35
N -1.74 3.36 -1.73
B -4.03 2.62 -0.65
N -3.68 2.48 0.82
N -2.42 2.12 1.21
C -2.49 1.86 2.50
C -1.30 1.33 3.24
C -3.81 2.05 2.98
C -4.53 2.43 1.87
C -5.99 2.72 1.74
N -4.04 1.27 -1.36
N -3.46 0.18 -0.80
C -3.48 -0.76 -1.72
C -2.85 -2.09 -1.43
C -4.08 -0.29 -2.91
C -4.41 1.02 -2.64
C -5.03 2.07 -3.50
H 0.63 5.44 -2.88
H 1.03 4.24 -1.63
H 0.58 3.68 -3.23
H -1.70 6.54 -2.11
H -4.25 6.77 -1.23
H -5.23 5.35 -1.61
H -4.58 5.55 0.01
H -5.09 3.18 -0.77
H -0.40 1.45 2.64
H -1.15 1.83 4.19
H -1.41 0.26 3.43
H -4.18 1.90 3.98
H -6.48 2.57 2.70
H -6.18 3.75 1.41
H -6.46 2.06 1.01
H -2.38 -2.09 -0.45
H -3.58 -2.91 -1.45
H -2.09 -2.34 -2.17
H -4.22 -0.82 -3.84
H -5.31 1.65 -4.47
H -5.92 2.50 -3.04
H -4.33 2.89 -3.69
C 1.31 3.25 1.06
Si 3.03 2.51 0.71
C 3.07 2.25 -1.18
C 4.23 3.95 1.00
C 3.38 1.01 1.62
Si 3.37 1.02 3.42
C 5.13 1.20 4.16
C 2.46 2.47 4.23
C 2.60 -0.46 4.30
Si 4.43 -0.24 0.87
C 4.68 -1.82 1.87
C 6.18 0.36 0.42
C 3.81 -1.04 -0.77
C 4.63 -1.51 -1.79
C 4.08 -2.22 -2.85
C 2.72 -2.45 -2.88
C 1.96 -1.94 -1.83
N 2.48 -1.25 -0.82
H 1.22 4.28 0.69
H 1.10 3.27 2.13
H 0.51 2.67 0.59
H 3.28 3.19 -1.70
H 2.11 1.89 -1.56
H 3.83 1.53 -1.48
H 3.95 4.83 0.40
H 5.25 3.65 0.72
H 4.26 4.25 2.05
H 5.59 2.12 3.80
H 5.78 0.37 3.86
H 5.10 1.22 5.26
H 2.78 3.46 3.89
H 2.65 2.41 5.31
H 1.37 2.41 4.09
H 3.11 -1.41 4.10
H 1.56 -0.59 3.97
H 2.61 -0.28 5.38
H 5.17 -1.66 2.84
H 5.31 -2.50 1.29
H 3.73 -2.32 2.05
H 6.61 0.87 1.28
H 6.15 1.07 -0.41
H 6.85 -0.46 0.14
H 5.70 -1.33 -1.75
H 4.71 -2.59 -3.65
H 2.24 -3.01 -3.67
H 0.88 -2.09 -1.80
Se -0.04 -2.22 1.67
P 0.04 -4.36 1.61
Se -0.71 -5.38 -0.13
C 1.80 -4.80 1.89
C 2.39 -4.54 3.13
C 3.74 -4.79 3.33
C 4.52 -5.29 2.29
C 3.94 -5.53 1.05
C 2.58 -5.29 0.85
C -0.73 -5.09 3.11
C -0.79 -6.48 3.24
C -1.32 -7.05 4.38
C -1.81 -6.25 5.40
C -1.75 -4.87 5.28
C -1.21 -4.29 4.13
H 1.80 -4.12 3.93
H 4.18 -4.58 4.29
H 5.58 -5.46 2.44
H 4.54 -5.89 0.23
H 2.12 -5.48 -0.10
H -0.44 -7.09 2.42
H -1.37 -8.13 4.47
H -2.23 -6.70 6.30
H -2.14 -4.24 6.07
H -1.16 -3.21 4.02
O -0.38 1.70 -2.56
O -1.42 2.06 -1.63
*
```

***

# 5
Molecular formula: C37H28Cl5N2O6PtS5
Method: DFT, ωB97M-V/def2-TZVPD

Properties
Kohn-Sham gap (spin up / spin down) ... 8.4 / 5.1 eV
Energy relative to the best compared isomer or geometry (same formula, charge and spin) ... 0.3 kcal per mole
E_HOMO (spin up / spin down) ... -10.591 / -10.584 eV
Expectation value of S² ... 6.087
E_LUMO (spin up / spin down) ... -2.21 / -5.46 eV

```
! wB97M-V def2-TZVPD RIJCOSX def2/J DEFGRID3
* xyz 1 5
Pt 0.06 -0.54 -1.32
O 0.43 0.17 0.76
S -0.09 1.43 1.46
C -0.35 2.63 0.11
C -1.57 3.54 0.14
C -2.82 2.94 -0.51
C -2.61 2.66 -2.01
S -2.70 0.91 -2.45
O -2.09 0.18 -1.25
C -4.45 0.66 -2.26
C -4.97 0.16 -1.07
C -6.34 -0.01 -0.96
C -7.17 0.31 -2.03
C -6.64 0.80 -3.21
C -5.27 0.97 -3.34
C -1.71 1.03 2.07
C -2.33 1.91 2.95
C -3.57 1.59 3.47
C -4.16 0.37 3.16
C -3.49 -0.54 2.35
C -2.27 -0.21 1.79
H -0.33 2.02 -0.80
H 0.57 3.21 0.14
H -1.30 4.45 -0.39
H -1.81 3.85 1.16
H -3.65 3.63 -0.39
H -3.10 2.02 0.00
H -1.63 2.98 -2.36
H -3.36 3.15 -2.64
H -4.30 -0.10 -0.26
H -6.76 -0.40 -0.05
H -8.24 0.18 -1.94
H -7.29 1.04 -4.04
H -4.84 1.33 -4.26
H -1.84 2.83 3.24
H -4.06 2.28 4.15
H -5.12 0.11 3.59
H -3.93 -1.51 2.15
H -1.74 -0.91 1.16
Cl 3.52 -6.12 1.89
C 3.11 -4.72 1.04
C 1.75 -4.49 0.69
Cl 0.57 -5.65 1.09
C 1.41 -3.34 0.04
Cl -0.23 -3.01 -0.35
C 2.41 -2.36 -0.36
O 2.14 -1.33 -1.00
C 3.79 -2.65 0.00
Cl 4.95 -1.50 -0.45
C 4.12 -3.79 0.70
Cl 5.74 -4.09 1.14
S 0.54 2.31 5.25
C 0.29 0.71 5.03
S 1.20 -0.31 3.97
C 0.09 -1.64 4.27
N -0.83 -1.32 5.18
N -0.70 -0.08 5.61
C -1.65 0.36 6.60
C -1.22 1.10 7.69
C -2.15 1.48 8.64
C -3.49 1.13 8.50
C -3.89 0.37 7.41
C -2.97 -0.02 6.45
S 0.16 -3.11 3.51
H -0.18 1.36 7.81
H -1.83 2.06 9.50
H -4.21 1.43 9.25
H -4.93 0.07 7.31
H -3.26 -0.62 5.61
O 0.50 2.95 -4.69
C 0.20 1.98 -5.58
C 0.08 2.35 -6.92
C -0.22 1.40 -7.87
C -0.40 0.06 -7.52
C -0.29 -0.31 -6.20
C 0.01 0.64 -5.22
C 0.09 0.21 -3.82
O 0.35 1.06 -2.89
O -0.14 -0.98 -3.47
H 0.63 2.52 -3.83
H 0.23 3.39 -7.18
H -0.31 1.70 -8.91
H -0.63 -0.68 -8.28
H -0.43 -1.34 -5.90
*
```

***

# 6
Molecular formula: C4H14O2S
Method: DFT, ωB97M-V/def2-TZVPD

Properties
Kohn-Sham gap (spin up / spin down) ... 2.6 / 9.2 eV
Energy relative to the best compared isomer or geometry (same formula, charge and spin) ... 0.0 kcal per mole
E_HOMO (spin up / spin down) ... 0.584 / -6.007 eV
Expectation value of S² ... 0.750
E_LUMO (spin up / spin down) ... 3.20 / 3.19 eV

```
! wB97M-V def2-TZVPD RIJCOSX def2/J DEFGRID3
* xyz -1 2
C -2.67 0.92 0.75
C -1.66 0.19 1.63
C -0.23 0.52 1.21
C 0.83 -0.51 1.63
S 2.52 0.15 1.33
H -3.69 0.62 0.97
H -2.63 2.01 0.90
H -2.44 0.81 -0.31
H -1.88 -0.88 1.48
H -1.80 0.36 2.70
H 0.04 1.39 1.83
H -0.11 0.80 0.17
H 0.79 -1.31 0.89
H 0.77 -0.88 2.64
H 2.86 -0.49 0.22
H 0.26 -0.73 -4.22
H 1.11 0.55 -4.05
O 1.19 -0.42 -4.11
H 1.80 -1.14 -1.28
H 2.28 -0.85 -2.63
O 2.65 -1.10 -1.75
*
```

***

Which formula does entry 3 have? C4H9S

***

energy relative to the best compared isomer or geometry (same formula, charge and spin) of number 6 (C4H14O2S)? 0.0 kcal per mole

***

The highest energy relative to the best compared isomer or geometry (same formula, charge and spin) belongs to which entry? C4H4N4